ORCA calculation (ωB97M-V with the def2-TZVPD basis set) on a 12-piece molecular cluster, C27H69N3O15S3 overall in a non-equilibrium geometry.

Output
- ΔE to the lowest compared entry with this formula, charge and spin: 0.00 kcal per mole
- SMILES: CCOS(C)(=O)=O.CCOS(C)(=O)=O.CCOS(C)(=O)=O.CC#N.CC#N.CC#N.CCO.CCO.CCO.CCO.CCO.CCO
- F_max: 0.066 hartree/bohr
- HOMO level: -8.56 eV

Last column: Mulliken charge in e.
Element x y z (Å)
C1 2.61428 -7.84061 3.38455  -1.280
C2 1.30488 -7.23179 2.92183  -0.069
O1 0.92043 -6.19154 3.79275  -0.323
S1 -0.32228 -5.16837 3.35669  1.228
C3 0.67140 -4.13135 2.32515  -0.557
O2 -1.27115 -5.85229 2.50228  -0.599
O3 -0.71806 -4.42568 4.57283  -0.620
H1 3.33478 -7.02876 3.48401  0.295
H2 2.90264 -8.52256 2.58462  0.376
H3 2.61623 -8.31863 4.36414  0.325
H4 1.50584 -6.84598 1.92239  0.236
H5 0.44979 -7.90737 2.89977  0.351
H6 0.61674 -4.55138 1.32082  0.317
H7 1.69871 -4.00268 2.66600  0.506
H8 0.26271 -3.12223 2.37755  -0.170
C4 6.03907 0.55630 3.93291  -1.276
C5 4.57595 0.88225 4.24273  -0.160
O4 3.81013 -0.16206 3.65949  -0.260
S2 2.12524 0.04171 3.57209  1.004
C6 2.09869 1.21201 2.14726  -0.749
O5 1.54914 -1.20709 3.08408  -0.435
O6 1.64757 0.76800 4.77159  -0.672
H9 6.26936 0.61175 2.86896  0.290
H10 6.26957 -0.49347 4.11445  0.312
H11 6.62366 1.23651 4.55234  0.390
H12 4.50353 0.89019 5.33029  0.278
H13 4.30741 1.87595 3.88420  0.364
H14 2.11406 0.52100 1.30443  -0.050
H15 3.01737 1.79367 2.07111  0.525
H16 1.28085 1.89715 2.37051  0.362
C7 1.38893 8.20945 -1.44009  -1.278
C8 1.81617 6.76809 -1.59610  -0.078
O7 1.82082 6.07895 -0.38359  -0.346
S3 2.23013 4.40796 -0.26904  1.207
C9 0.84724 3.77030 -1.30652  0.053
O8 3.54629 4.23105 -0.84717  -0.636
O9 1.89885 4.03484 1.09035  -0.599
H17 1.62707 8.82269 -2.30919  0.366
H18 1.83810 8.63086 -0.54079  0.332
H19 0.32041 8.27232 -1.23410  0.260
H20 1.29619 6.31311 -2.43914  0.278
H21 2.86872 6.73107 -1.87697  0.318
H22 1.10839 3.98626 -2.34251  0.360
H23 -0.07062 4.31351 -1.08166  0.519
H24 0.80361 2.69573 -1.12905  -0.782
C10 4.83877 -2.51539 0.58203  -0.988
C11 3.58887 -1.95674 0.11018  0.425
N1 2.60477 -1.51525 -0.22333  -0.331
H25 5.25927 -1.87246 1.35530  0.125
H26 5.55362 -2.66004 -0.22801  0.360
H27 4.72051 -3.50291 1.02804  0.276
C12 -0.52397 -2.56595 -6.40103  -0.770
C13 -0.48720 -2.70190 -4.95680  0.345
N2 -0.42308 -2.82224 -3.83142  -0.374
H28 -1.41282 -3.16186 -6.60821  0.339
H29 0.40335 -2.93506 -6.83915  0.293
H30 -0.66044 -1.50338 -6.60209  0.187
C14 2.45656 -0.88525 -3.85144  -0.621
C15 2.54223 0.42265 -3.23750  0.610
N3 2.61497 1.43433 -2.66426  -0.519
H31 3.35772 -0.79805 -4.45842  0.431
H32 1.56488 -0.95144 -4.47485  -0.176
H33 2.50327 -1.67937 -3.10627  0.268
C16 -2.41901 -4.49014 -0.41125  -1.253
C17 -2.98629 -3.12900 -0.05538  1.188
O10 -4.32943 -3.06955 -0.18931  -0.659
H34 -2.62080 -4.75680 -1.44868  0.383
H35 -2.87620 -5.21677 0.26038  0.317
H36 -1.33666 -4.52553 -0.28736  0.179
H37 -2.57166 -2.34360 -0.68730  -0.167
H38 -2.58529 -2.80714 0.90572  -0.434
H39 -4.48252 -2.18101 0.14033  0.544
C18 0.16516 2.58894 -6.71959  -1.177
C19 0.07825 1.86054 -5.38967  0.865
O11 -1.17115 1.26411 -5.23081  -0.521
H40 1.11323 3.06507 -6.96971  0.366
H41 -0.61888 3.34114 -6.80656  0.299
H42 -0.03112 1.87055 -7.51551  0.277
H43 0.34036 2.40723 -4.48383  -0.212
H44 0.70527 0.97672 -5.50706  -0.207
H45 -1.72053 1.90922 -4.77958  0.276
C20 -5.58051 0.85942 -0.42406  -0.564
C21 -5.82910 0.23679 0.91151  -0.314
O12 -4.84814 -0.75394 1.15562  -0.405
H46 -5.48140 -0.03204 -1.04340  0.234
H47 -4.64320 1.41414 -0.46697  -0.236
H48 -6.43277 1.51934 -0.58613  0.447
H49 -6.86742 -0.07399 1.02733  0.359
H50 -5.73182 0.95794 1.72303  0.328
H51 -4.04321 -0.41262 1.55209  0.312
C22 -3.46148 -1.04693 4.21629  -1.630
C23 -2.23372 -0.90390 3.29721  0.483
O13 -2.40667 -0.15266 2.11622  -0.398
H52 -3.15418 -1.68862 5.04206  0.422
H53 -4.29298 -1.51179 3.68656  0.389
H54 -3.79741 -0.06128 4.53840  0.322
H55 -2.01080 -1.89736 2.90807  -0.221
H56 -1.45843 -0.59141 3.99676  0.210
H57 -1.69752 -0.37197 1.50745  -0.014
C24 -1.53037 0.71590 -1.20465  -0.391
C25 -0.21326 -0.10328 -1.05391  0.263
O14 -0.13932 -0.71690 0.21019  1.039
H58 -1.36765 1.71994 -0.81282  0.038
H59 -2.34138 0.27508 -0.62496  -0.191
H60 -1.67197 0.85182 -2.27683  0.330
H61 0.68589 0.49434 -1.20385  -0.382
H62 -0.04316 -0.84912 -1.83037  0.223
H63 0.67582 -1.21786 0.28892  -0.502
C26 -3.09662 3.74303 0.78234  -0.543
C27 -3.23712 5.22698 0.51679  -0.407
O15 -2.21989 5.62561 -0.34217  -0.457
H64 -2.07927 3.35176 0.78305  0.024
H65 -3.59647 3.16075 0.00826  0.079
H66 -3.55676 3.32487 1.67762  0.441
H67 -3.03747 5.73791 1.45869  0.277
H68 -4.20065 5.54471 0.11833  0.317
H69 -2.37242 6.48284 -0.74653  0.263

---

ORCA calculation (ωB97M-V with the def2-TZVPD basis set) on a 8-piece molecular cluster, C27H69O26P5S3 overall in a non-equilibrium geometry.

Output
- SMILES: COP(=O)(OC)OC.COP(=O)(OC)OC.COP(=O)(OC)OC.COP(=O)(OC)OC.COP(=O)(OC)OC.O=S1(=O)CCCC1.O=S1(=O)CCCC1.O=S1(=O)CCCC1
- F_max: 0.042 hartree/bohr
- HOMO level: -9.88 eV

Last column: Mulliken charge in e.
Element x y z (Å)
C1 -2.21656 7.70057 -3.03412  -0.726
O1 -2.85769 6.43801 -2.91124  -0.307
P1 -2.00741 5.12422 -2.84562  0.928
O2 -0.93713 4.99399 -3.81931  -0.682
O3 -1.50823 5.10385 -1.34239  -0.243
C2 -0.34191 4.36034 -0.95213  -0.618
O4 -3.18508 4.09084 -2.96468  -0.203
C3 -2.85105 2.71199 -2.98516  -0.012
H1 -2.37339 8.12061 -4.02682  0.271
H2 -1.13904 7.61508 -2.88424  0.323
H3 -2.62666 8.39176 -2.30104  0.263
H4 -0.50848 3.97279 0.04922  0.160
H5 0.50225 5.04979 -0.93061  0.388
H6 -0.09850 3.58254 -1.67405  0.340
H7 -1.98953 2.49520 -2.33593  -0.239
H8 -2.53520 2.42287 -3.98462  0.418
H9 -3.59490 2.05739 -2.53882  -0.075
C4 1.32004 -7.11260 0.87342  -0.841
O5 1.03127 -5.72800 1.07028  -0.238
P2 2.10619 -4.64347 0.65156  0.561
O6 3.49921 -5.07035 0.76942  -0.802
O7 1.60611 -4.29161 -0.80430  -0.285
C5 2.14145 -3.13735 -1.44196  -0.601
O8 1.69362 -3.36632 1.48528  0.355
C6 1.81965 -3.49935 2.90555  -0.747
H10 0.97231 -7.66479 1.74625  0.237
H11 2.38683 -7.28605 0.74423  0.393
H12 0.76867 -7.49169 0.01139  0.247
H13 1.47965 -2.28609 -1.29957  -0.047
H14 2.31680 -3.31569 -2.50006  0.231
H15 3.12054 -2.85355 -1.03464  0.395
H16 2.60500 -2.85083 3.28269  0.370
H17 2.00935 -4.49844 3.31243  0.352
H18 0.87461 -3.30724 3.40142  0.086
C7 -1.93658 -3.64372 -0.33538  -0.868
O9 -2.15457 -2.44018 -1.07872  0.478
P3 -2.82586 -2.46935 -2.52315  0.721
O10 -2.50700 -1.30460 -3.34278  -0.691
O11 -2.26989 -3.84396 -3.11634  -0.441
C8 -0.96158 -3.81160 -3.68301  -0.574
O12 -4.31065 -2.89498 -2.23039  -0.457
C9 -5.33991 -1.92468 -2.33645  -0.523
H19 -2.39702 -4.51300 -0.80127  0.421
H20 -2.35213 -3.53558 0.66377  0.310
H21 -0.86257 -3.81346 -0.25747  0.169
H22 -0.79875 -4.74337 -4.22469  0.385
H23 -0.22489 -3.69190 -2.88787  0.127
H24 -0.88856 -3.03604 -4.44827  0.222
H25 -4.94004 -0.90717 -2.38225  0.042
H26 -5.93350 -1.86725 -1.42125  0.286
H27 -6.04462 -2.02633 -3.15990  0.366
C10 -7.63490 2.01619 1.59714  -0.769
O13 -6.34831 2.55799 1.31319  -0.399
P4 -5.60937 2.23164 -0.04415  0.248
O14 -5.92733 0.91962 -0.59538  -0.561
O15 -6.01456 3.43305 -1.01719  -0.359
C11 -7.11572 3.24896 -1.89798  -0.727
O16 -4.11800 2.57567 0.24100  0.880
C12 -3.81398 3.79993 0.93683  -0.560
H28 -7.95658 1.27928 0.86565  0.329
H29 -8.35368 2.83706 1.65554  0.281
H30 -7.61257 1.56902 2.59084  0.263
H31 -7.88339 2.56598 -1.53874  0.310
H32 -6.79540 2.87672 -2.87508  0.256
H33 -7.53419 4.23519 -2.09633  0.282
H34 -3.28957 4.48318 0.27213  0.064
H35 -3.21824 3.56057 1.81572  0.126
H36 -4.71194 4.30456 1.29102  0.424
C13 8.71548 2.07409 1.79093  -0.671
O17 7.80626 1.32421 2.60898  -0.287
P5 6.38505 1.99055 2.91081  0.833
O18 6.07616 3.13512 2.07090  -0.697
O19 6.34260 2.22622 4.45448  -0.332
C14 7.12292 1.48318 5.40246  -0.527
O20 5.38049 0.76143 2.77140  -0.123
C15 5.11829 0.29262 1.45081  -0.621
H37 8.71277 3.13765 2.02596  0.334
H38 8.45575 1.94360 0.74337  0.265
H39 9.72284 1.71306 1.98571  0.253
H40 6.93811 1.95382 6.36070  0.227
H41 8.17867 1.51296 5.14040  0.243
H42 6.80598 0.44034 5.40734  0.267
H43 5.98284 0.43039 0.79531  0.286
H44 4.29080 0.83734 0.99728  0.277
H45 4.90507 -0.77317 1.47497  0.256
O21 1.08361 -2.84071 5.89962  -0.687
S1 -0.24178 -2.27024 5.97685  1.324
O22 -1.45039 -3.04712 5.91232  -0.704
C16 -0.28191 -1.19165 7.42972  -0.775
C17 -0.79298 0.15277 6.92885  -0.704
C18 -0.04415 0.38623 5.62138  -0.547
C19 -0.25183 -0.87159 4.80274  0.130
H46 0.72510 -1.21920 7.84642  0.352
H47 -0.90882 -1.65594 8.19336  0.422
H48 -1.87004 0.06544 6.77480  0.289
H49 -0.61653 0.89815 7.70316  0.386
H50 1.01463 0.56695 5.81629  0.347
H51 -0.45340 1.22472 5.05631  0.217
H52 0.38132 -1.15591 3.96885  -0.216
H53 -1.28147 -0.91006 4.43640  0.280
O23 -0.87455 -1.29008 1.66788  -0.342
S2 -0.89089 0.14329 1.52941  0.880
O24 -1.49850 1.00978 2.51461  -0.753
C20 0.77932 0.70701 1.24630  -1.199
C21 1.11409 0.30869 -0.16896  0.440
C22 -0.17520 0.50318 -1.01450  0.667
C23 -1.40779 0.57213 -0.11269  0.575
H54 1.39969 0.45326 2.10788  0.637
H55 0.70365 1.79711 1.35558  0.353
H56 1.91174 0.93777 -0.55591  0.641
H57 1.40157 -0.74082 -0.15869  -0.705
H58 -0.22050 -0.33169 -1.70758  -0.744
H59 -0.10461 1.42349 -1.59170  -0.038
H60 -2.27500 0.01152 -0.45003  0.380
H61 -1.73210 1.61198 -0.02623  -0.648
O25 1.63900 -0.88341 -3.23030  -0.420
S3 2.37221 -0.54223 -4.42266  1.122
O26 2.91900 0.77967 -4.60611  -0.798
C24 3.70001 -1.74184 -4.67429  -0.410
C25 3.46859 -2.33128 -6.05822  -0.834
C26 1.96455 -2.32798 -6.34256  -0.311
C27 1.45909 -0.97747 -5.89530  -0.875
H62 3.63472 -2.50654 -3.90502  0.100
H63 4.61871 -1.17056 -4.57162  0.437
H64 4.10216 -1.87130 -6.81403  0.310
H65 3.80159 -3.37226 -6.00287  0.371
H66 1.47756 -3.08810 -5.72512  0.097
H67 1.78595 -2.54163 -7.39285  0.427
H68 0.39168 -0.79662 -5.78210  0.419
H69 1.78591 -0.21612 -6.61179  0.404

---

> Look up the HOMO level of the second one.

-9.88 eV

---

> Which formula does entry 1 have?

C27H69N3O15S3

---

> HOMO level of number 2 (C27H69O26P5S3)?

-9.88 eV

---

> Among the records above, which one has the highest HOMO level?

C27H69N3O15S3